{"formula": "C51H137N17O23", "method": "the ωB97M-V functional and the def2-TZVPD basis", "elements": ["C", "C", "O", "O", "H", "H", "H", "H", "H", "H", "C", "C", "O", "O", "H", "H", "H", "H", "H", "H", "C", "O", "N", "N", "H", "H", "H", "H", "C", "O", "N", "N", "H", "H", "H", "H", "C", "O", "N", "N", "H", "H", "H", "H", "C", "O", "N", "N", "H", "H", "H", "H", "C", "O", "N", "N", "H", "H", "H", "H", "C", "O", "C", "C", "N", "C", "C", "O", "C", "H", "H", "H", "H", "H", "H", "H", "H", "H", "H", "H", "H", "H", "H", "H", "C", "O", "C", "C", "N", "C", "C", "O", "C", "H", "H", "H", "H", "H", "H", "H", "H", "H", "H", "H", "H", "H", "H", "H", "C", "O", "C", "C", "N", "C", "C", "O", "C", "H", "H", "H", "H", "H", "H", "H", "H", "H", "H", "H", "H", "H", "H", "H", "C", "O", "C", "C", "N", "C", "C", "O", "C", "H", "H", "H", "H", "H", "H", "H", "H", "H", "H", "H", "H", "H", "H", "H", "C", "O", "C", "C", "N", "C", "C", "O", "C", "H", "H", "H", "H", "H", "H", "H", "H", "H", "H", "H", "H", "H", "H", "H", "C", "O", "C", "C", "N", "C", "C", "O", "C", "H", "H", "H", "H", "H", "H", "H", "H", "H", "H", "H", "H", "H", "H", "H", "C", "O", "C", "C", "N", "C", "C", "O", "C", "H", "H", "H", "H", "H", "H", "H", "H", "H", "H", "H", "H", "H", "H", "H"], "xyz": [[14.686531, 9.058926, 23.979226], [14.540855, 10.412753, 24.645594], [14.688867, 10.352314, 26.058621], [13.549668, 8.315010, 24.290092], [15.632780, 8.551654, 24.296542], [14.705553, 9.207107, 22.881129], [13.499124, 10.697552, 24.526361], [15.179725, 11.220769, 24.163038], [15.602203, 10.083988, 26.254757], [13.323180, 8.496329, 25.223351], [23.960261, 18.376996, 21.039614], [22.929824, 17.262287, 21.138480], [23.482154, 16.205886, 20.323428], [25.233282, 17.890680, 21.349671], [23.877091, 19.151039, 21.773190], [24.011005, 18.963922, 20.095149], [21.931722, 17.509079, 20.898948], [22.870350, 16.879257, 22.157262], [23.886739, 15.487593, 20.800467], [25.438668, 17.203054, 20.694034], [18.875043, 9.829201, 25.585518], [17.805427, 9.517876, 25.101475], [19.864840, 8.860857, 25.860934], [19.306563, 11.135156, 25.860295], [20.538346, 9.123174, 26.580363], [19.422736, 7.959652, 25.941058], [18.616806, 11.808967, 25.620239], [20.230880, 11.405323, 25.528819], [22.282993, 10.787110, 23.707764], [22.249967, 11.454220, 24.790028], [22.434026, 9.388448, 23.674602], [22.296194, 11.462955, 22.486375], [22.375176, 8.866128, 24.533308], [22.233442, 8.957633, 22.764695], [21.758430, 12.341174, 22.507896], [22.136900, 10.876224, 21.638658], [21.434280, 14.868441, 25.021446], [20.950448, 15.979321, 25.104863], [22.159967, 14.367409, 23.978638], [21.292649, 13.968818, 26.061310], [22.685107, 13.577319, 24.288080], [22.590699, 15.062917, 23.374280], [20.584958, 14.113687, 26.755238], [21.887659, 13.119518, 26.082850], [19.977810, 9.161927, 21.369137], [21.194062, 9.018728, 21.038542], [18.998371, 9.517497, 20.460104], [19.499201, 8.898285, 22.583658], [19.241150, 9.636244, 19.488060], [18.030381, 9.780327, 20.761361], [20.184299, 8.803356, 23.292378], [18.541715, 9.044060, 22.891637], [17.750101, 17.279992, 16.067459], [16.947264, 16.774006, 16.826611], [18.515789, 16.581398, 15.154655], [17.924965, 18.647630, 16.093717], [18.031120, 15.786178, 14.770535], [19.002550, 17.129164, 14.470684], [17.457838, 19.129295, 16.827922], [18.576882, 19.194010, 15.572747], [24.465148, 12.193983, 27.946664], [25.442068, 13.187973, 28.018719], [24.976635, 14.471947, 27.660370], [24.798612, 14.635915, 26.171205], [25.963150, 14.439356, 25.365806], [25.833902, 14.994854, 24.042545], [25.342237, 13.820360, 23.059468], [24.794748, 14.286824, 21.793548], [25.415030, 13.565021, 20.686013], [24.614171, 11.624010, 27.032025], [23.443948, 12.593200, 27.874608], [24.586785, 11.504725, 28.764195], [25.684776, 15.231440, 27.996786], [24.070287, 14.661844, 28.143439], [24.465591, 15.661435, 26.059889], [23.949616, 14.081361, 25.820361], [26.839807, 14.678068, 25.787539], [26.810457, 15.286381, 23.708481], [25.218569, 15.886510, 24.080513], [24.475232, 13.327154, 23.428541], [26.139451, 13.088411, 22.963027], [24.774012, 13.608135, 19.812398], [25.362330, 12.467809, 20.906165], [26.402567, 13.999782, 20.554935], [18.399263, 13.293550, 13.624941], [17.430281, 13.858228, 14.565137], [16.198951, 13.089225, 14.605142], [15.140071, 13.796702, 15.415903], [15.406763, 13.690453, 16.885901], [14.186081, 13.974772, 17.714498], [14.460792, 13.736138, 19.173732], [15.661164, 14.393237, 19.701404], [15.455806, 15.840988, 19.771645], [18.915441, 12.344540, 13.968309], [19.186910, 14.012782, 13.462187], [17.907248, 13.136441, 12.594272], [16.382423, 12.117150, 15.070194], [15.851439, 13.101083, 13.593519], [14.242803, 13.238031, 15.250734], [14.946820, 14.775110, 15.007334], [16.061822, 14.454034, 17.099750], [13.299548, 13.317329, 17.517833], [13.800497, 14.980435, 17.515040], [14.707320, 12.663205, 19.253550], [13.612317, 14.008090, 19.765215], [16.276491, 16.268107, 20.357548], [14.515850, 16.033556, 20.347862], [15.393198, 16.319073, 18.775874], [14.347889, 15.218414, 23.106771], [15.590324, 15.884919, 23.006616], [16.502446, 15.644415, 24.113218], [17.740902, 16.388319, 23.869268], [17.607509, 17.837712, 23.917026], [18.743936, 18.530573, 23.399678], [18.793365, 18.574617, 21.920449], [17.757006, 19.469060, 21.432316], [17.845762, 19.642611, 20.061777], [13.904855, 15.046883, 22.118088], [13.664371, 15.726350, 23.782868], [14.576388, 14.228048, 23.597256], [16.691050, 14.536567, 24.213186], [16.002641, 16.044848, 25.025713], [18.286147, 16.084272, 22.988962], [18.373581, 16.182827, 24.746092], [16.717536, 18.099654, 23.503635], [19.633836, 17.911484, 23.719087], [18.756107, 19.567999, 23.786299], [18.680737, 17.513843, 21.449652], [19.787051, 18.944762, 21.540850], [18.806999, 19.310970, 19.650503], [17.748882, 20.764760, 19.831861], [17.079399, 19.021742, 19.558819], [19.468497, 14.002357, 17.702359], [20.326774, 13.179192, 18.567858], [20.809412, 13.842020, 19.742839], [19.775304, 13.855090, 20.965921], [19.829844, 12.583984, 21.607699], [19.090780, 12.297689, 22.801827], [17.602046, 12.357607, 22.673788], [17.188963, 11.199157, 21.862316], [15.905954, 11.416100, 21.325571], [18.996578, 14.749702, 18.291870], [18.717566, 13.366072, 17.239271], [20.119024, 14.456927, 16.919920], [21.036378, 14.847944, 19.492810], [21.695688, 13.298442, 20.100234], [18.807114, 14.162149, 20.517816], [19.927246, 14.644761, 21.824916], [19.570680, 11.886677, 20.914724], [19.425032, 13.054432, 23.562828], [19.294097, 11.255257, 23.102754], [17.259550, 13.289669, 22.231194], [17.087297, 12.284297, 23.595644], [15.604554, 10.573486, 20.682723], [15.887399, 12.343196, 20.788213], [15.060771, 11.519994, 22.042444], [14.678745, 8.388483, 17.235786], [15.902191, 8.940572, 17.010308], [16.306960, 9.963523, 17.817838], [17.632247, 10.403920, 17.364116], [18.679377, 9.304111, 17.404725], [19.825649, 9.475097, 16.472708], [21.110666, 9.685125, 17.214367], [22.247364, 9.822646, 16.385902], [23.352153, 10.519144, 16.943573], [14.462563, 7.650545, 16.475308], [13.872028, 9.085608, 17.452328], [14.650036, 7.762454, 18.125568], [16.370227, 9.530165, 18.836545], [15.581659, 10.794271, 17.795673], [17.936678, 11.246057, 17.982392], [17.648400, 10.806238, 16.308387], [18.104079, 8.525907, 17.098836], [19.636818, 10.412271, 15.908326], [19.900544, 8.675978, 15.742726], [21.241499, 8.757688, 17.781622], [20.906259, 10.581721, 17.866329], [24.002939, 9.909290, 17.583384], [23.005365, 11.403015, 17.544320], [23.965907, 10.929861, 16.128655], [21.276494, 17.694141, 17.101915], [21.117796, 18.844151, 16.365921], [21.654604, 20.027621, 16.996620], [21.174935, 21.214166, 16.266824], [21.762651, 21.497888, 14.936801], [21.534568, 20.523225, 13.873406], [22.386875, 20.868912, 12.682253], [22.411965, 19.843416, 11.726317], [23.291009, 20.072234, 10.684639], [20.715539, 17.810054, 18.000590], [22.351313, 17.420236, 17.326663], [20.981369, 16.891444, 16.450301], [22.757127, 20.019450, 16.985095], [21.338395, 19.957754, 18.030721], [21.278360, 22.205408, 16.763018], [20.075179, 21.145374, 16.170465], [22.752741, 21.671496, 15.041436], [20.519429, 20.596548, 13.600949], [21.729269, 19.475451, 14.233567], [23.360546, 21.110376, 13.039710], [22.052136, 21.740521, 12.203748], [22.885486, 20.758222, 9.923306], [23.476167, 19.077308, 10.239092], [24.254375, 20.421507, 11.094612], [11.167752, 9.483799, 18.995850], [12.200880, 10.117439, 19.695586], [12.216972, 9.664630, 21.046057], [10.938622, 10.078978, 21.800845], [10.478528, 11.441183, 21.388975], [11.379727, 12.571031, 21.566035], [10.888425, 13.807972, 20.860451], [10.817044, 13.639144, 19.432528], [10.023660, 14.706413, 18.963802], [11.065218, 8.430093, 19.240407], [11.205041, 9.683900, 17.939245], [10.209914, 9.991438, 19.236070], [13.118855, 10.084540, 21.487866], [12.369688, 8.582979, 21.092212], [11.212708, 10.087770, 22.826739], [10.095203, 9.450915, 21.626038], [10.026543, 11.577061, 20.470021], [12.416187, 12.217378, 21.197452], [11.469941, 12.884446, 22.619986], [11.362827, 14.671577, 21.281202], [9.860206, 13.918626, 21.196384], [9.016288, 14.694809, 19.475004], [9.984022, 14.629081, 17.869029], [10.498960, 15.676079, 19.220806]], "forces_ev_per_angstrom": [[0.9, 0.6, -0.2], [0.6, 1.0, -0.4], [0.6, -0.2, 0.0], [-0.9, -0.8, 0.6], [-0.6, 0.4, -0.2], [0.1, -0.2, 0.5], [-0.1, 0.3, -0.3], [-0.5, -1.0, 0.7], [-0.3, 0.1, -0.2], [0.2, -0.2, -0.6], [0.2, 1.1, 0.0], [2.4, -1.3, 0.3], [-1.4, 1.0, -1.4], [1.0, -0.8, -0.4], [-0.9, 0.5, 0.7], [-0.5, -0.8, 0.0], [-1.1, 0.3, -1.0], [0.2, 0.3, 0.3], [0.1, -0.2, 1.1], [-0.1, 0.2, 0.3], [2.0, 0.4, 0.2], [-0.4, 0.2, 0.3], [-0.8, 1.0, 0.0], [-0.3, -1.2, -0.1], [-0.4, -0.3, -0.3], [0.3, -0.3, 0.1], [-0.5, 0.5, -0.3], [0.2, -0.3, 0.2], [0.7, 0.3, 0.4], [-0.2, -1.5, -1.4], [-0.3, 2.2, -0.7], [-0.2, -1.4, 0.7], [0.0, 0.2, -0.1], [0.1, -0.1, 0.4], [0.3, -0.7, -0.2], [0.0, 0.6, 1.0], [-0.3, -0.1, 1.4], [-0.3, 0.4, -0.7], [-0.3, 0.8, -0.2], [1.0, -1.2, -0.4], [0.5, -0.7, -0.6], [0.0, -0.4, 0.3], [0.1, 0.2, 0.1], [-1.1, 0.8, -0.1], [-0.1, 0.0, -2.8], [-1.8, 0.4, 0.9], [-0.1, 0.2, 0.9], [-0.4, -0.2, 1.1], [0.0, -0.3, -0.2], [1.7, -0.3, -0.3], [0.4, -0.2, 0.8], [0.3, 0.1, -0.4], [0.3, 1.1, -0.3], [-0.2, -0.7, 0.1], [-0.3, 0.3, 0.3], [-0.1, -0.3, 0.0], [0.0, -0.5, 0.1], [0.1, 0.2, -0.1], [-0.3, 0.1, 0.4], [0.5, -0.3, -0.3], [-0.2, -0.3, -1.1], [0.5, 0.7, 0.7], [1.6, -0.6, -1.1], [-0.1, 1.0, 0.5], [0.2, -0.8, -0.3], [-0.2, -1.8, -0.9], [-0.7, 2.1, 0.4], [1.4, -0.7, -0.7], [-1.1, -0.7, 1.2], [-0.1, -0.2, -0.3], [0.1, 0.0, 0.4], [-0.1, -0.1, 0.5], [0.3, -0.3, 0.2], [-1.7, 0.4, 0.8], [-0.4, 0.8, 0.0], [-0.1, -0.8, -0.2], [0.0, 0.1, 0.4], [0.5, 0.3, -0.3], [-0.5, 0.1, -0.6], [-0.3, -0.7, 1.2], [0.2, 0.1, -0.3], [0.0, 0.8, -0.2], [0.7, 0.8, 0.1], [0.2, -0.5, -0.4], [-1.1, -0.6, -0.5], [0.8, -1.0, -0.6], [0.8, 1.2, 0.6], [0.5, -0.9, 1.4], [-0.9, 0.9, -0.4], [-0.1, 0.0, -0.8], [2.3, -0.3, -0.1], [-1.3, 1.0, -0.6], [-0.4, -0.8, 0.4], [-1.0, 0.9, -0.2], [0.1, 0.4, 0.2], [0.6, 0.0, 1.5], [0.0, -0.1, -0.5], [-0.3, -0.8, -0.8], [-0.7, -0.5, -0.2], [0.1, 0.8, 0.2], [-0.1, -0.4, 0.1], [0.9, 0.1, -0.4], [0.1, 0.2, 0.1], [-0.4, 0.4, 0.2], [-0.7, 0.1, 0.5], [-0.1, -0.2, -0.2], [0.6, 0.0, -0.5], [0.1, -0.3, 0.4], [1.1, -1.4, 1.0], [0.4, 0.0, -0.1], [-2.2, -0.4, -0.4], [1.5, 0.9, 1.4], [-1.7, -0.5, 0.4], [0.9, -0.4, 0.5], [0.1, -0.4, -2.2], [1.1, -0.9, 1.1], [-0.4, 1.2, -1.2], [0.2, 0.2, 0.3], [-0.3, 0.3, 0.0], [-0.6, 0.5, -0.6], [-0.2, 1.0, 0.0], [0.4, -0.5, -0.2], [0.0, -0.6, -0.6], [0.3, -0.5, -0.3], [0.3, 0.3, -0.2], [-0.6, 1.1, 0.0], [0.3, -0.5, 0.0], [-0.1, 1.6, 0.7], [-0.7, -0.1, 0.4], [0.1, 0.1, 0.1], [-0.1, -1.6, 0.1], [0.1, 0.5, -0.1], [1.8, -0.9, 0.1], [-0.7, 0.1, 0.2], [-1.1, -0.5, 1.2], [0.2, 1.9, 0.1], [-0.1, -1.3, -1.0], [0.1, 0.8, 0.8], [-0.4, -0.8, -1.5], [-0.2, 1.1, 0.9], [-1.1, -0.3, 0.0], [-0.6, 0.8, 0.3], [0.0, 0.0, 0.0], [-0.6, -0.2, 0.5], [0.6, 1.1, -0.2], [-0.1, 0.2, -0.4], [0.0, -0.4, 0.2], [0.4, -1.0, -1.8], [0.2, -0.2, 0.0], [-0.2, -0.8, -0.2], [0.4, 0.6, 0.2], [-0.1, 0.1, -0.5], [-0.4, -0.2, 1.4], [0.4, 0.3, 0.1], [0.2, 0.4, -0.6], [0.7, -0.2, 0.3], [-1.2, -1.2, 1.2], [0.6, -0.8, -2.2], [-0.6, 0.0, 1.4], [2.7, 0.8, -1.4], [-1.0, 0.4, -0.1], [-1.1, 1.6, -0.9], [0.1, -0.3, 1.4], [0.0, 0.6, -0.4], [-0.4, 1.0, 0.3], [-0.2, 0.4, -0.7], [-0.2, 0.5, -0.7], [0.4, -0.2, 0.7], [0.1, 0.6, 0.1], [0.2, 0.0, 0.1], [0.2, 0.1, 0.2], [-0.6, -0.3, 0.9], [0.5, -0.4, 0.1], [0.1, -0.4, -0.2], [-0.1, -0.3, 0.0], [0.1, 0.3, 0.7], [0.7, -0.8, -0.3], [-0.3, -0.2, -0.1], [0.2, -0.7, -0.4], [-0.3, -0.3, 0.1], [1.9, -0.9, -0.2], [0.6, 1.9, -1.0], [0.6, -1.6, 0.0], [-1.1, 2.2, -1.3], [-0.2, -0.2, 0.3], [1.0, -1.1, 1.0], [-0.2, -0.7, 0.1], [-0.8, -0.7, 1.0], [0.8, -0.7, -0.4], [-0.5, -0.6, 1.0], [-0.8, 0.7, 0.1], [-0.8, -0.5, 0.1], [-0.1, -0.3, 0.0], [-0.1, 0.5, 0.5], [0.3, -1.0, 0.5], [0.3, -0.1, -0.3], [0.1, 0.0, 0.1], [-1.5, -0.1, -0.3], [0.0, 0.8, -0.6], [1.4, -0.1, 0.3], [-0.8, 1.6, -0.6], [0.2, 0.0, 0.2], [-0.1, 0.6, -0.1], [-0.1, 0.2, -0.4], [-1.5, 1.1, 0.2], [0.5, -0.6, 0.1], [-0.1, 0.0, -0.3], [0.5, 2.2, -1.9], [-0.7, 0.6, 0.4], [1.8, -1.3, -0.4], [-1.1, -1.8, -0.1], [0.4, 0.7, 1.3], [-0.2, 0.5, -0.1], [0.2, -0.3, -0.2], [0.8, -0.3, -0.5], [0.1, -0.5, 0.2], [-0.1, 0.3, 0.1], [-0.2, -0.2, -0.1], [-0.2, 0.0, 1.1], [-0.4, -0.8, 0.0], [0.6, -0.9, 0.8], [-1.0, 1.1, 0.5], [0.0, -0.4, -0.1], [1.0, 0.9, -0.6], [-0.5, 0.0, 0.2], [0.7, 0.0, -0.8], [-0.3, 0.0, 0.4], [-0.2, -0.3, -0.2]], "total_charge": 0, "gap_ev": 8.7, "max_force_ev_per_a": 3.12, "energy_ev": -127526.1192, "lumo_ev": 0.43}